10 unconnected molecules or ions with the total composition C39H103N7O13 in a non-equilibrium geometry. Source: the OMol25 dataset; level of theory: wB97M-V/def2-TZVPD.

Geometry (Å):
1 C -0.002 -26.122 -6.049
2 C 1.041 -25.307 -6.828
3 C 0.702 -25.337 -8.304
4 C 1.066 -23.855 -6.388
5 C 1.884 -23.608 -5.114
6 C 3.235 -24.238 -5.260
7 C 3.163 -25.663 -5.602
8 C 4.570 -26.149 -5.883
9 C 2.693 -26.513 -4.356
10 N 2.420 -25.832 -6.822
11 O 2.377 -27.205 -7.134
12 H 0.129 -26.055 -4.947
13 H -1.069 -25.792 -6.264
14 H -0.002 -27.220 -6.344
15 H 1.535 -24.809 -8.774
16 H 0.608 -26.394 -8.665
17 H -0.246 -24.865 -8.521
18 H 1.500 -23.262 -7.154
19 H 0.007 -23.544 -6.221
20 H 1.918 -22.537 -4.908
21 H 1.403 -24.046 -4.207
22 H 3.760 -24.096 -4.291
23 H 3.709 -23.659 -6.047
24 H 4.954 -25.799 -6.850
25 H 4.490 -27.261 -5.963
26 H 5.302 -25.859 -5.109
27 H 2.716 -27.555 -4.586
28 H 1.654 -26.293 -4.096
29 H 3.368 -26.195 -3.605
30 H 2.939 -27.207 -7.930
31 C -5.037 -21.375 -10.156
32 O -4.818 -22.727 -10.008
33 C -4.515 -23.414 -11.203
34 C -4.172 -24.773 -10.841
35 C -2.932 -24.767 -9.894
36 N -3.907 -25.578 -12.058
37 H -5.176 -20.900 -9.195
38 H -5.947 -21.195 -10.781
39 H -4.223 -20.932 -10.787
40 H -5.429 -23.307 -11.839
41 H -3.683 -22.905 -11.774
42 H -5.009 -25.152 -10.250
43 H -2.095 -24.263 -10.390
44 H -2.651 -25.811 -9.655
45 H -3.141 -24.235 -8.950
46 H -3.091 -26.216 -11.913
47 H -4.593 -26.339 -12.117
48 C -8.878 -24.387 2.234
49 O -7.669 -25.034 1.926
50 C -6.646 -24.192 1.435
51 C -5.414 -24.994 1.200
52 C -4.218 -24.249 0.702
53 N -5.674 -26.107 0.236
54 H -8.720 -23.444 2.744
55 H -9.458 -25.095 2.840
56 H -9.428 -24.140 1.284
57 H -7.008 -23.772 0.488
58 H -6.558 -23.393 2.199
59 H -5.276 -25.482 2.191
60 H -4.198 -23.263 1.088
61 H -4.220 -24.139 -0.381
62 H -3.254 -24.745 0.974
63 H -6.172 -25.776 -0.626
64 H -6.351 -26.753 0.658
65 C -7.577 -27.270 -8.823
66 O -7.895 -27.113 -7.476
67 C -7.598 -28.277 -6.673
68 C -7.663 -28.032 -5.169
69 C -6.534 -27.081 -4.698
70 N -7.320 -29.255 -4.506
71 H -8.117 -28.081 -9.326
72 H -6.500 -27.472 -9.036
73 H -8.022 -26.375 -9.244
74 H -8.326 -29.016 -6.986
75 H -6.599 -28.591 -7.004
76 H -8.706 -27.691 -4.886
77 H -6.433 -26.948 -3.622
78 H -6.580 -26.103 -5.130
79 H -5.565 -27.581 -4.901
80 H -8.033 -29.972 -4.593
81 H -7.191 -29.107 -3.542
82 C -0.496 -26.263 -0.750
83 O 0.744 -25.732 -0.252
84 C 1.118 -24.605 -0.932
85 C 0.151 -23.437 -0.833
86 C 0.399 -22.231 -1.736
87 N -0.047 -22.863 0.538
88 H -0.430 -26.353 -1.838
89 H -1.342 -25.636 -0.564
90 H -0.629 -27.213 -0.243
91 H 2.045 -24.282 -0.405
92 H 1.399 -24.811 -1.963
93 H -0.795 -23.883 -1.095
94 H 0.370 -22.475 -2.813
95 H 1.396 -21.817 -1.524
96 H -0.327 -21.511 -1.376
97 H 0.777 -22.225 0.782
98 H -0.401 -23.442 1.319
99 C -10.812 -23.271 -5.781
100 O -9.496 -22.693 -5.957
101 C -8.626 -23.489 -6.733
102 C -7.169 -23.070 -6.474
103 C -6.931 -21.732 -7.094
104 N -6.165 -24.025 -6.975
105 H -11.438 -23.118 -6.658
106 H -11.329 -22.771 -4.994
107 H -10.808 -24.327 -5.573
108 H -8.726 -24.598 -6.483
109 H -8.853 -23.364 -7.821
110 H -7.055 -23.028 -5.377
111 H -7.588 -21.001 -6.615
112 H -7.022 -21.722 -8.161
113 H -5.884 -21.386 -6.867
114 H -6.537 -24.966 -6.895
115 H -5.983 -23.910 -7.934
116 C -0.884 -15.005 -2.132
117 O -1.081 -16.143 -2.909
118 C -2.080 -16.986 -2.408
119 C -2.114 -18.276 -3.168
120 C -3.189 -19.156 -2.552
121 N -0.828 -18.914 -3.260
122 H -1.799 -14.473 -2.232
123 H -0.018 -14.408 -2.501
124 H -0.687 -15.246 -1.075
125 H -1.954 -17.132 -1.291
126 H -3.109 -16.632 -2.559
127 H -2.479 -18.141 -4.220
128 H -3.283 -20.168 -3.002
129 H -4.179 -18.750 -2.828
130 H -3.021 -19.159 -1.481
131 H -0.917 -19.838 -3.634
132 H -0.071 -18.447 -3.720
133 O -6.192 -24.793 -2.322
134 C -7.158 -23.729 -2.346
135 C -6.526 -22.420 -2.170
136 O -5.674 -22.126 -3.230
137 H -5.797 -24.900 -3.198
138 H -7.755 -23.822 -3.290
139 H -7.843 -23.874 -1.512
140 H -5.999 -22.488 -1.250
141 H -7.289 -21.656 -2.088
142 H -4.742 -22.381 -3.051
143 O -3.074 -23.358 -2.793
144 C -2.503 -23.425 -4.086
145 C -3.498 -23.264 -5.205
146 O -4.309 -24.448 -5.110
147 H -3.275 -24.262 -2.447
148 H -1.691 -22.684 -4.121
149 H -2.015 -24.400 -4.371
150 H -2.973 -23.237 -6.174
151 H -4.130 -22.374 -5.303
152 H -4.962 -24.362 -5.880
153 O -3.674 -26.054 -2.146
154 C -3.422 -27.415 -2.661
155 C -2.549 -27.360 -3.875
156 O -3.261 -27.009 -5.034
157 H -4.163 -26.155 -1.361
158 H -2.992 -28.037 -1.839
159 H -4.376 -27.929 -3.029
160 H -2.137 -28.356 -3.977
161 H -1.740 -26.614 -3.660
162 H -3.542 -26.124 -4.981

Output
**E**: -79155.18471 eV
**Energy relative to the best compared isomer or geometry (same formula, charge and spin)**: 0.0000 eV
**Kohn-Sham gap**: 9.072 eV
**LUMO level**: 0.6 eV
**HOMO**: -8.51 eV